a | Computed, not measured: 3 unconnected molecules or ions with the total composition C4H10O, with ωB97M-V with the def2-TZVPD basis set.

Summary:
Orbital gap ... 11.073 eV
M ... 74.123 g mol⁻¹
HOMO ... -9.9 eV
Lowest unoccupied orbital energy ... 1.2 eV

Last column: Löwdin charge in e.
Cartesian coordinates (Å):
H  2.325  -0.199  0.339  0.0521
H  1.716  0.215  0.450  0.0217
C  -0.399  -1.986  -0.012  -0.0725
C  -0.016  -1.495  -1.381  -0.3384
O  -0.558  -0.581  -1.957  0.0182
H  0.493  -2.174  0.594  0.0649
H  -0.931  -2.940  -0.117  0.0834
H  -1.047  -1.259  0.485  0.0712
H  0.809  -2.054  -1.874  0.1153
C  -0.811  1.823  0.126  -0.0985
C  0.016  2.336  1.031  -0.1035
H  -1.770  1.395  0.408  0.0517
H  -0.570  1.802  -0.932  0.0444
H  -0.230  2.348  2.090  0.0453
H  0.972  2.770  0.747  0.0448

b | Computed, not measured: a single C4H10O molecule, with ωB97M-V with the def2-TZVPD basis set.

Summary:
Orbital gap ... 10.865 eV
M ... 74.123 g mol⁻¹
HOMO ... -9.7 eV
Lowest unoccupied orbital energy ... 1.2 eV

Last column: Löwdin charge in e.
Cartesian coordinates (Å):
C  -2.200  0.345  0.547  -0.1178
C  -1.158  -0.354  -0.323  -0.2417
C  0.236  0.128  0.019  -0.2885
O  1.189  -0.568  -0.746  -0.1874
C  2.509  -0.249  -0.371  -0.1208
H  -2.173  1.431  0.402  0.0728
H  -3.209  0.001  0.306  0.0684
H  -2.032  0.152  1.615  0.0732
H  -1.347  -0.162  -1.387  0.1147
H  -1.199  -1.440  -0.174  0.1140
H  0.434  -0.023  1.100  0.1290
H  0.319  1.211  -0.181  0.1284
H  3.108  -0.013  -1.257  0.0847
H  2.540  0.630  0.296  0.0849
H  2.983  -1.088  0.154  0.0861

c | Computed, not measured: a single C4H10O molecule, with ωB97M-V with the def2-TZVPD basis set.

Summary:
Orbital gap ... 10.836 eV
M ... 74.123 g mol⁻¹
HOMO ... -9.7 eV
Lowest unoccupied orbital energy ... 1.2 eV

Last column: Löwdin charge in e.
Cartesian coordinates (Å):
C  1.821  -0.472  -0.756  -0.1181
O  0.984  -0.437  0.374  -0.1757
C  -0.165  0.380  0.246  -0.4883
C  -1.135  -0.127  -0.819  -0.0559
C  -0.808  0.419  1.622  -0.0530
H  2.858  -0.436  -0.407  0.0865
H  1.654  0.384  -1.428  0.0887
H  1.669  -1.395  -1.333  0.0880
H  0.163  1.398  -0.032  0.1399
H  -1.494  -1.129  -0.561  0.0876
H  -0.662  -0.174  -1.806  0.0708
H  -1.998  0.545  -0.892  0.0827
H  -1.666  1.098  1.631  0.0812
H  -0.081  0.751  2.369  0.0810
H  -1.152  -0.582  1.904  0.0847

Which of them is the most stable? Correct choice: c.

a | Computed, not measured: a single C4H10O molecule, with ωB97M-V with the def2-TZVPD basis set.

Summary:
Orbital gap ... 11.064 eV
M ... 74.123 g mol⁻¹
HOMO ... -10.1 eV
Lowest unoccupied orbital energy ... 0.9 eV

Last column: Löwdin charge in e.
Cartesian coordinates (Å):
C  -1.464  -0.741  -0.038  -0.0747
C  -0.183  0.081  -0.378  -0.4924
C  -0.202  1.479  0.048  -0.1006
C  0.980  -0.632  0.158  -0.2942
O  2.229  0.036  -0.181  -0.1128
H  -1.522  -1.792  -0.371  0.0799
H  -1.665  -0.705  1.060  0.0887
H  -2.270  -0.240  -0.542  0.0609
H  -0.132  0.006  -1.538  0.1673
H  -0.308  1.542  1.147  0.0895
H  -1.071  2.069  -0.330  0.0929
H  0.764  2.024  -0.161  0.0997
H  1.078  -1.748  -0.109  0.1425
H  0.847  -0.661  1.256  0.1212
H  2.918  -0.719  -0.021  0.1321

b | Computed, not measured: a single C4H10O molecule, with ωB97M-V with the def2-TZVPD basis set.

Summary:
Orbital gap ... 11.258 eV
M ... 74.123 g mol⁻¹
HOMO ... -10.3 eV
Lowest unoccupied orbital energy ... 1.0 eV

Last column: Löwdin charge in e.
Cartesian coordinates (Å):
C  -1.820  -0.601  0.048  -0.0944
C  -0.451  -0.033  -0.294  -0.5286
C  -0.386  1.415  0.121  -0.0938
C  0.712  -0.844  0.113  -0.1872
O  1.936  0.089  -0.085  -0.1285
H  -2.008  -1.554  -0.425  0.0604
H  -1.891  -0.685  1.224  0.1135
H  -2.672  0.164  -0.204  0.1056
H  -0.374  -0.039  -1.406  0.1451
H  -0.537  1.503  1.233  0.0969
H  -1.270  1.750  -0.470  0.0783
H  0.599  1.919  -0.203  0.1012
H  0.873  -1.759  -0.550  0.1212
H  0.758  -1.383  1.183  0.1502
H  2.708  -0.247  0.373  0.0602

Which of them is the most stable? Correct choice: a.

a | Computed, not measured: a single C4H10O molecule, with ωB97M-V with the def2-TZVPD basis set.

Summary:
Orbital gap ... 11.075 eV
M ... 74.123 g mol⁻¹
HOMO ... -10.1 eV
Lowest unoccupied orbital energy ... 1.0 eV

Last column: Löwdin charge in e.
Cartesian coordinates (Å):
C  1.870  0.275  0.074  -0.0967
C  0.710  -0.728  -0.369  -0.1683
C  -0.571  0.122  -0.519  -0.4428
C  -1.934  -0.449  -0.129  -0.0577
O  -0.433  1.187  0.422  -0.1024
H  1.663  1.106  0.774  0.0687
H  2.235  0.790  -0.825  0.0679
H  2.677  -0.278  0.545  0.0562
H  0.991  -1.212  -1.327  0.1046
H  0.520  -1.593  0.297  0.1046
H  -0.610  0.488  -1.559  0.1396
H  -2.405  -1.123  -0.848  0.0747
H  -1.863  -0.939  0.847  0.0813
H  -2.580  0.427  0.001  0.0777
H  -0.291  2.026  -0.014  0.0927

b | Computed, not measured: 2 unconnected molecules or ions with the total composition C4H10O, with ωB97M-V with the def2-TZVPD basis set.

Summary:
Orbital gap ... 10.569 eV
M ... 74.123 g mol⁻¹
HOMO ... -9.5 eV
Lowest unoccupied orbital energy ... 1.0 eV

Last column: Löwdin charge in e.
Cartesian coordinates (Å):
C  -1.892  0.129  0.995  -0.1073
C  -0.688  0.677  0.281  -0.1972
C  -0.075  0.086  -0.745  -0.2164
C  1.146  0.607  -1.444  -0.1075
H  -2.097  -0.903  0.692  0.0725
H  -2.786  0.728  0.783  0.0728
H  -1.746  0.143  2.081  0.0722
H  -0.301  1.633  0.640  0.1086
H  -0.472  -0.865  -1.111  0.1100
H  0.931  0.859  -2.489  0.0733
H  1.536  1.502  -0.948  0.0778
H  1.938  -0.151  -1.436  0.0698
O  1.878  -1.453  1.034  -0.0650
H  1.204  -0.761  0.972  -0.0023
H  1.424  -2.233  0.696  0.0386

c | Computed, not measured: a single C4H10O molecule, with ωB97M-V with the def2-TZVPD basis set.

Summary:
Orbital gap ... 10.241 eV
M ... 74.123 g mol⁻¹
HOMO ... -9.2 eV
Lowest unoccupied orbital energy ... 1.0 eV

Last column: Löwdin charge in e.
Cartesian coordinates (Å):
C  2.018  0.237  0.072  -0.1190
C  0.882  -0.813  -0.133  -0.1826
C  -0.516  -0.037  -0.354  -0.2962
C  -2.128  -0.257  0.068  -0.0302
O  -0.443  0.967  0.660  -0.1578
H  1.721  0.963  0.830  0.0587
H  2.249  0.794  -0.848  0.0706
H  2.961  -0.219  0.409  0.0704
H  1.198  -1.473  -0.961  0.0984
H  0.839  -1.440  0.761  0.0943
H  -0.350  0.403  -1.371  0.1273
H  -2.743  -0.316  -0.819  0.0411
H  -2.221  -1.118  0.723  0.0548
H  -2.621  0.567  0.682  0.0864
H  -0.845  1.742  0.280  0.0837

Which of them is the most stable? Correct choice: b.